No. 1
136
Properties=species:S:1:pos:R:3:mulliken_charge:R:1 method="wB97M-V/def2-TZVPD" energy_ha=-4552.7757 orbital_gap_ha=0.3382 smiles="CCCCCCCCCCCCCCCCCCCC[C@@H](Cl)OC[C@@H](OC)[C@H](I)[C@@H](C)I.COP(=O)(OC)OC.COP(=O)(OC)OC.COP(=O)(OC)OC"
C 1.008 4.090 3.774 -1.32
C -0.245 4.293 4.646 -0.43
C -1.064 3.006 4.796 -0.99
C -2.172 2.772 3.727 -0.04
C -2.197 3.750 2.554 -0.63
C -3.167 3.263 1.465 -0.56
C -4.611 3.068 1.977 -1.06
C -5.035 1.600 2.127 -0.65
C -5.033 0.830 0.791 -0.99
C -4.571 -0.646 0.920 -0.08
C -3.477 -1.035 -0.106 -0.73
C -3.913 -2.138 -1.101 -0.56
C -3.029 -3.409 -1.067 -0.76
C -2.641 -3.954 -2.459 -0.84
C -1.156 -4.373 -2.569 0.69
C -0.928 -5.885 -2.696 -0.81
C 0.286 -6.325 -3.548 -0.99
C 1.461 -5.336 -3.642 -0.60
C 1.427 -4.451 -4.899 -1.23
C 2.215 -3.134 -4.799 -0.01
C 1.406 -1.936 -4.319 -0.35
Cl 1.374 -1.906 -2.524 -0.22
O 1.962 -0.709 -4.696 -0.04
C 1.794 -0.411 -6.072 -1.22
C 1.309 1.015 -6.252 0.19
O -0.049 1.040 -5.836 -0.32
C -0.994 0.962 -6.888 -0.78
C 2.052 2.070 -5.412 -1.27
I 0.928 3.909 -5.766 0.06
C 3.502 2.361 -5.800 -0.06
C 4.028 3.634 -5.090 -1.43
I 4.834 0.785 -5.151 0.21
H 1.818 3.787 4.441 0.38
H 0.872 3.308 3.029 0.38
H 1.328 5.029 3.322 0.28
H -0.835 5.153 4.331 0.36
H 0.128 4.537 5.644 0.38
H -1.525 2.967 5.783 0.35
H -0.362 2.173 4.737 0.38
H -2.030 1.772 3.304 0.08
H -3.136 2.747 4.233 0.25
H -2.581 4.714 2.898 0.23
H -1.215 3.867 2.099 0.32
H -2.802 2.294 1.115 0.28
H -3.201 3.978 0.643 0.30
H -4.773 3.581 2.928 0.45
H -5.311 3.501 1.257 0.41
H -4.429 1.101 2.886 0.40
H -6.064 1.605 2.498 0.28
H -4.401 1.368 0.083 0.52
H -6.045 0.851 0.387 0.37
H -4.161 -0.770 1.922 0.41
H -5.462 -1.253 0.777 0.00
H -2.559 -1.323 0.405 0.32
H -3.242 -0.154 -0.704 0.28
H -4.942 -2.449 -0.913 0.35
H -3.902 -1.719 -2.108 0.42
H -3.572 -4.200 -0.542 0.16
H -2.141 -3.196 -0.473 0.43
H -3.297 -4.766 -2.774 0.40
H -2.795 -3.131 -3.160 0.37
H -0.607 -4.020 -1.697 0.39
H -0.734 -3.837 -3.418 -0.79
H -1.819 -6.384 -3.079 0.31
H -0.769 -6.293 -1.695 0.29
H 0.688 -7.219 -3.066 0.34
H -0.029 -6.650 -4.542 0.36
H 2.368 -5.943 -3.696 0.53
H 1.551 -4.751 -2.725 0.37
H 1.894 -5.034 -5.695 0.40
H 0.391 -4.289 -5.207 0.62
H 2.620 -2.907 -5.786 0.57
H 3.024 -3.293 -4.086 -0.32
H 0.357 -1.976 -4.622 0.65
H 2.745 -0.566 -6.590 0.37
H 1.078 -1.105 -6.524 0.60
H 1.398 1.320 -7.300 0.45
H -0.580 0.510 -7.791 0.37
H -1.398 1.957 -7.091 0.25
H -1.823 0.337 -6.554 0.24
H 1.943 1.880 -4.348 0.66
H 3.595 2.528 -6.870 0.45
H 4.000 4.499 -5.746 0.37
H 5.072 3.486 -4.819 0.44
H 3.509 3.807 -4.150 0.39
C 3.530 7.318 6.376 -0.66
O 4.566 6.656 5.647 -0.41
P 5.022 5.139 5.953 1.22
O 3.892 4.609 6.751 -0.69
O 6.382 5.534 6.723 -0.38
C 6.304 6.303 7.918 -0.63
O 5.639 3.733 5.433 -0.28
C 6.643 3.683 4.399 -0.66
H 2.806 7.723 5.670 0.26
H 3.027 6.653 7.070 0.35
H 3.998 8.144 6.911 0.26
H 5.405 6.057 8.484 0.33
H 6.330 7.370 7.692 0.23
H 7.180 6.053 8.513 0.27
H 7.548 4.199 4.722 0.31
H 6.273 4.119 3.471 0.28
H 6.867 2.634 4.230 0.24
C -9.122 -1.325 5.702 -0.73
O -8.502 -2.213 4.764 -0.32
P -8.623 -1.981 3.204 1.10
O -9.076 -0.635 2.848 -0.77
O -9.715 -3.117 2.853 -0.43
C -11.078 -2.894 3.192 -0.71
O -7.524 -2.496 2.198 -0.05
C -6.787 -3.690 2.547 -0.51
H -8.373 -0.998 6.421 0.27
H -9.561 -0.459 5.214 0.35
H -9.889 -1.890 6.228 0.27
H -11.338 -1.838 3.106 0.32
H -11.285 -3.254 4.202 0.26
H -11.684 -3.466 2.492 0.27
H -7.463 -4.541 2.618 0.32
H -6.254 -3.555 3.488 0.30
H -6.068 -3.862 1.752 0.05
C 5.619 -2.578 -3.464 -0.79
O 6.770 -1.944 -2.894 -0.10
P 8.079 -2.764 -2.549 0.95
O 8.127 -4.075 -3.200 -0.73
O 7.908 -2.847 -0.947 -0.38
C 6.950 -3.745 -0.399 -0.66
O 9.505 -2.095 -2.524 -0.27
C 9.650 -0.710 -2.151 -0.60
H 5.323 -2.030 -4.356 0.16
H 5.799 -3.621 -3.716 0.45
H 4.811 -2.509 -2.736 0.31
H 6.861 -4.645 -1.007 0.32
H 5.978 -3.255 -0.303 0.24
H 7.295 -4.020 0.595 0.27
H 9.314 -0.560 -1.125 0.28
H 9.090 -0.065 -2.827 0.25
H 10.707 -0.474 -2.224 0.24


No. 2
130
Properties=species:S:1:pos:R:3:mulliken_charge:R:1 method="wB97M-V/def2-TZVPD" energy_ha=-2472.9610 orbital_gap_ha=0.3737 smiles="CCOC(C)=O.CCOC(C)=O.CCOC(C)=O.CCOC(C)=O.CCOC(C)=O.CCOCC.CCOCC.CCOCC.CCOCC"
C 3.300 1.908 -2.513 -1.20
C 3.305 0.711 -3.395 0.16
O 4.601 0.346 -3.761 -0.36
C 4.618 -0.770 -4.653 -0.02
C 6.056 -0.961 -4.999 -1.15
H 3.913 2.690 -2.959 0.41
H 2.311 2.354 -2.405 0.37
H 3.668 1.649 -1.520 0.17
H 2.771 -0.080 -2.868 -0.06
H 2.764 0.889 -4.325 0.36
H 4.216 -1.644 -4.139 0.07
H 4.040 -0.600 -5.561 0.41
H 6.273 -1.638 -5.826 0.37
H 6.535 -1.364 -4.107 0.17
H 6.561 -0.009 -5.158 0.34
C -2.456 5.482 -1.758 -1.19
C -2.193 5.681 -0.220 -0.44
O -2.544 4.537 0.550 -0.04
C -2.415 4.892 1.930 -0.64
C -2.996 3.709 2.736 -0.64
H -1.818 4.695 -2.160 0.29
H -3.487 5.161 -1.900 0.22
H -2.248 6.396 -2.315 0.44
H -1.154 5.964 -0.049 0.36
H -2.834 6.511 0.077 0.36
H -1.368 5.107 2.145 0.35
H -2.976 5.808 2.118 0.51
H -3.033 3.913 3.806 0.48
H -2.345 2.835 2.714 -0.30
H -3.994 3.393 2.431 0.34
C 2.948 0.805 2.269 -0.84
C 2.321 -0.470 2.862 0.66
O 3.230 -1.364 3.474 -0.48
C 4.080 -2.009 2.494 0.33
C 5.081 -2.937 3.191 -1.40
H 3.585 0.524 1.430 0.08
H 2.181 1.552 2.063 0.12
H 3.584 1.335 2.978 0.37
H 1.614 -0.263 3.665 0.30
H 1.608 -0.890 2.151 -0.39
H 3.459 -2.665 1.885 -0.04
H 4.551 -1.273 1.842 0.26
H 5.790 -3.304 2.448 0.34
H 4.559 -3.807 3.590 0.34
H 5.645 -2.382 3.940 0.40
C -0.680 1.643 0.825 0.13
C -0.647 0.595 -0.329 -0.91
O 0.468 -0.262 -0.027 0.42
C 0.604 -1.362 -0.872 -0.47
C 2.046 -1.833 -0.725 -0.68
H 0.285 2.144 0.913 0.08
H -1.371 2.423 0.506 -0.20
H -1.037 1.226 1.766 0.02
H -1.589 0.050 -0.388 0.08
H -0.480 1.051 -1.304 0.38
H -0.120 -2.158 -0.697 -0.22
H 0.443 -1.047 -1.903 0.40
H 2.129 -2.352 0.230 0.38
H 2.792 -1.044 -0.809 0.06
H 2.223 -2.529 -1.545 0.26
O -3.217 -0.468 4.142 -0.64
C -3.558 -0.847 3.017 0.45
O -3.080 -1.899 2.286 -0.06
C -1.945 -2.633 2.865 0.13
C -1.652 -3.819 1.934 -1.22
C -4.509 -0.006 2.197 -0.36
H -2.143 -2.923 3.897 0.37
H -1.081 -1.972 2.803 -0.04
H -2.420 -4.576 2.097 0.34
H -0.706 -4.264 2.243 0.47
H -1.516 -3.646 0.867 0.12
H -3.825 0.556 1.561 -0.23
H -5.094 0.690 2.800 0.39
H -5.125 -0.644 1.564 0.33
O -3.554 2.430 -3.483 -0.62
C -4.475 2.096 -2.733 0.04
O -5.770 1.973 -3.154 -0.25
C -6.132 2.202 -4.521 -0.25
C -7.606 1.830 -4.683 -1.18
C -4.237 1.774 -1.303 0.34
H -5.565 1.551 -5.186 0.29
H -5.870 3.188 -4.902 0.34
H -7.941 2.061 -5.694 0.38
H -8.315 2.331 -4.024 0.32
H -7.710 0.758 -4.515 0.29
H -3.443 2.380 -0.866 -0.21
H -3.915 0.734 -1.343 0.11
H -5.191 1.930 -0.800 0.40
O 3.007 -6.026 -1.117 -0.59
C 3.347 -5.455 -2.140 0.70
O 4.267 -4.414 -2.239 -0.21
C 4.980 -3.976 -1.071 -0.06
C 6.135 -3.046 -1.512 -1.23
C 2.614 -5.711 -3.448 -0.77
H 5.505 -4.876 -0.749 0.41
H 4.404 -3.531 -0.259 0.14
H 5.706 -2.092 -1.819 0.12
H 6.659 -3.461 -2.374 0.38
H 6.883 -2.904 -0.732 0.45
H 2.165 -6.696 -3.329 0.36
H 3.307 -5.576 -4.279 0.33
H 1.844 -4.949 -3.569 0.00
O -0.611 4.981 4.907 -0.62
C 0.268 4.174 5.094 0.56
O 1.461 4.465 5.566 -0.29
C 1.676 5.727 6.162 -0.24
C 1.627 5.427 7.667 -1.10
C 0.107 2.722 4.721 -0.47
H 0.865 6.421 5.943 0.26
H 2.592 6.228 5.851 0.34
H 2.426 4.727 7.915 0.28
H 0.704 4.938 7.977 0.28
H 1.886 6.289 8.282 0.39
H 0.507 2.710 3.707 -0.09
H -0.910 2.336 4.790 0.33
H 0.770 2.038 5.252 0.38
O -4.989 -3.667 -2.382 -0.61
C -4.100 -3.861 -1.534 0.46
O -2.803 -4.263 -1.835 -0.20
C -2.509 -4.553 -3.226 -0.38
C -1.007 -4.651 -3.469 -0.87
C -4.393 -3.605 -0.130 -0.22
H -2.839 -3.716 -3.842 0.33
H -2.994 -5.443 -3.628 0.30
H -0.788 -4.526 -4.529 0.44
H -0.518 -5.582 -3.183 0.32
H -0.508 -3.794 -3.016 0.04
H -5.465 -3.465 0.010 0.37
H -3.943 -2.652 0.147 -0.22
H -4.114 -4.438 0.515 0.25


No. 3
147
Properties=species:S:1:pos:R:3:mulliken_charge:R:1 method="wB97M-V/def2-TZVPD" energy_ha=-5043.6132 orbital_gap_ha=0.3483 smiles="CCOS(C)(=O)=O.CCOS(C)(=O)=O.CCOS(C)(=O)=O.CCOS(C)(=O)=O.COC(=O)OC.COC(=O)OC.COC(=O)OC.COC(=O)OC.C1CCOC1.C1CCOC1.C1CCOC1"
C -1.154 -6.089 -0.220 -0.81
C -0.494 -5.009 -1.120 -0.11
C 0.287 -4.122 -0.190 -0.19
O -0.694 -4.073 0.899 -0.19
C -1.230 -5.335 1.047 -0.57
H -0.545 -6.993 -0.185 0.31
H -2.092 -6.420 -0.665 0.30
H -1.189 -4.496 -1.784 0.00
H 0.190 -5.549 -1.774 0.32
H 0.596 -3.203 -0.688 0.13
H 1.254 -4.521 0.115 0.19
H -2.179 -5.305 1.582 0.33
H -0.493 -5.802 1.700 0.32
C -4.296 -0.691 -5.924 -0.43
C -5.520 -0.835 -6.844 -0.56
C -6.213 -2.043 -6.214 -0.53
O -5.764 -2.069 -4.905 -0.46
C -4.966 -0.999 -4.585 0.59
H -3.941 0.338 -5.858 0.33
H -3.433 -1.281 -6.234 0.27
H -5.078 -1.027 -7.821 0.35
H -6.198 0.013 -6.944 0.25
H -5.891 -2.950 -6.725 0.25
H -7.300 -2.077 -6.292 0.33
H -4.198 -1.411 -3.931 -0.46
H -5.565 -0.239 -4.083 0.04
C 4.270 -2.872 2.325 -0.29
C 2.876 -2.359 2.132 -0.37
C 2.968 -1.498 0.840 0.54
O 3.725 -2.495 0.136 -0.43
C 4.463 -3.480 0.903 -0.50
H 4.242 -3.671 3.066 0.41
H 4.974 -2.073 2.555 -0.06
H 2.522 -1.720 2.942 0.34
H 2.130 -3.149 2.052 0.07
H 3.476 -0.539 0.941 0.28
H 1.951 -1.355 0.477 -0.57
H 5.474 -3.332 0.522 0.34
H 4.075 -4.496 0.833 0.24
O -7.416 0.997 0.175 -0.61
S -6.763 0.251 -0.922 1.10
O -7.585 -0.198 -2.075 -0.61
O -5.647 1.291 -1.582 -0.15
C -6.075 2.456 -2.298 -0.49
C -4.950 3.097 -3.131 -0.90
C -5.528 -0.990 -0.301 -0.32
H -6.558 3.118 -1.579 0.40
H -6.873 2.098 -2.948 0.37
H -3.989 3.384 -2.705 0.30
H -5.293 3.977 -3.675 0.36
H -4.716 2.408 -3.943 0.06
H -4.888 -0.659 0.517 0.03
H -4.923 -1.295 -1.155 -0.12
H -6.101 -1.852 0.043 0.57
O 0.962 -5.079 -4.835 -0.60
S 0.350 -4.191 -5.838 1.18
O -1.074 -3.888 -5.796 -0.56
O 1.188 -2.790 -5.897 -0.28
C 1.120 -2.010 -4.742 0.05
C 1.999 -0.714 -4.846 -1.11
C 0.802 -4.811 -7.584 -1.02
H 1.500 -2.554 -3.878 0.28
H 0.068 -1.815 -4.529 0.07
H 1.712 -0.067 -5.675 0.38
H 3.019 -1.055 -5.019 0.39
H 2.016 -0.063 -3.972 0.18
H 0.415 -5.809 -7.791 0.39
H 1.882 -4.949 -7.539 0.34
H 0.479 -4.127 -8.369 0.31
O 0.393 1.520 4.171 -0.35
S -0.191 2.289 5.274 0.93
O -0.598 1.687 6.583 -0.67
O 0.784 3.528 5.649 -0.07
C 0.757 4.208 6.946 -0.52
C 1.692 3.524 7.884 -1.09
C -1.543 3.277 4.785 -0.77
H -0.276 4.276 7.286 0.38
H 0.995 5.260 6.784 0.40
H 2.743 3.794 7.776 0.33
H 1.656 2.440 7.777 0.28
H 1.400 3.855 8.881 0.36
H -1.244 3.696 3.824 0.17
H -1.690 4.067 5.521 0.40
H -2.379 2.622 4.538 0.23
O -4.663 -0.841 3.157 -0.63
S -3.344 -0.318 3.294 1.06
O -3.040 0.978 2.686 -0.52
O -2.919 -0.238 4.909 -0.28
C -3.350 -1.234 5.756 -0.14
C -2.270 -1.744 6.663 -1.25
C -2.147 -1.539 2.707 -0.38
H -3.741 -2.119 5.254 0.37
H -4.131 -0.941 6.458 0.26
H -2.672 -2.520 7.314 0.41
H -2.043 -0.966 7.392 0.26
H -1.295 -2.044 6.279 0.31
H -2.500 -1.810 1.712 -0.13
H -2.134 -2.473 3.268 0.48
H -1.148 -1.105 2.687 0.22
C 1.104 5.482 1.585 -0.27
O 2.506 5.866 1.386 -0.37
C 3.533 4.974 1.346 0.81
O 3.498 3.708 1.260 -0.46
O 4.640 5.731 1.468 -0.35
C 5.941 5.197 1.265 -0.61
H 1.002 4.399 1.660 -0.10
H 0.412 5.805 0.807 0.37
H 0.929 5.862 2.591 0.26
H 6.319 4.599 2.094 0.27
H 6.514 6.036 0.871 0.26
H 5.830 4.428 0.500 0.25
C -2.209 -1.817 -1.826 -0.55
O -1.918 -0.880 -0.759 0.13
C -0.944 0.010 -0.944 0.37
O -0.205 0.198 -1.953 -0.66
O -0.860 0.725 0.172 -0.08
C 0.125 1.680 0.436 -0.42
H -1.255 -2.234 -2.147 -0.13
H -2.506 -1.331 -2.756 0.05
H -2.802 -2.712 -1.640 0.65
H -0.227 2.634 0.043 0.47
H 1.129 1.443 0.084 0.19
H 0.342 1.791 1.499 -0.11
C 7.413 -0.170 4.412 -0.68
O 6.450 0.835 4.152 -0.30
C 5.173 0.846 4.603 0.82
O 4.696 0.149 5.462 -0.61
O 4.575 1.869 3.980 -0.24
C 3.177 2.218 4.214 -0.65
H 7.296 -0.596 5.409 0.32
H 8.458 0.070 4.216 0.27
H 7.185 -0.993 3.734 0.23
H 3.121 3.215 4.651 0.15
H 2.595 1.607 4.905 0.50
H 2.693 2.211 3.238 0.11
C 3.079 2.737 -2.221 -0.39
O 2.789 3.383 -3.465 -0.31
C 3.541 2.823 -4.589 0.77
O 4.179 1.759 -4.592 -0.54
O 3.667 3.816 -5.487 -0.32
C 4.425 3.710 -6.637 -0.66
H 3.245 1.660 -2.213 0.27
H 2.351 2.976 -1.446 0.08
H 4.007 3.185 -1.867 0.27
H 3.873 3.093 -7.346 0.30
H 5.394 3.252 -6.436 0.30
H 4.448 4.684 -7.126 0.24